This record from OMol25 describes the molecule C26H35Cl2IN2O2S2. The level of theory is ωB97M-V/def2-TZVPD.

XYZ file:
```
70
Properties=species:S:1:pos:R:3:lowdin_charge:R:1
C 3.21846 1.69737 3.63959 -0.148
C 3.29932 3.12633 2.93218 -0.527
S 1.68016 3.96297 2.74378 0.833
C 0.57069 2.90903 1.69590 -0.405
C 1.33485 1.89586 0.78607 -0.143
C 2.32860 2.40447 -0.18911 -0.162
C 2.62915 3.93714 -0.39751 -0.163
C 1.30473 4.73459 -0.81391 -0.209
C 0.38952 3.92321 -1.80690 -0.201
C -0.84435 4.82120 -2.28680 -0.282
N -1.98232 3.97915 -2.75776 -0.038
C 3.11422 1.50086 -1.04517 0.013
C 2.89998 0.05840 -0.98408 -0.162
C 3.74128 -0.84508 -1.94475 -0.153
O 2.99415 -1.89583 -2.57514 -0.173
O 3.72707 -3.05884 -2.36309 -0.075
C 1.90353 -0.43676 -0.04519 -0.324
C 1.11294 0.43356 0.85014 -0.173
N 0.15833 -0.14884 1.75545 0.064
C -0.79435 -1.01736 1.10780 -0.208
C -2.24608 -0.84176 1.27503 0.005
C -3.21637 -1.71639 0.60609 -0.203
C -4.74516 -1.48429 0.77986 -0.614
Cl -5.15391 -0.30273 2.09974 0.640
C -5.58248 -2.81320 0.98388 -0.679
C -6.89437 -2.60631 1.85910 -0.203
Cl -6.19659 -3.47368 -0.62489 0.563
C -2.68126 -2.80773 -0.21704 0.005
C -1.25040 -3.04534 -0.41653 -0.180
C -0.75165 -4.21673 -1.34937 -0.181
C 0.18909 -5.21485 -0.55476 -0.286
C 1.54516 -5.32900 -1.38079 -0.647
I 1.27451 -6.50058 -3.21323 0.706
C -0.32779 -2.13091 0.25637 -0.335
S 1.49858 -2.22418 0.09808 1.006
H 2.21429 1.53226 4.10964 0.066
H 3.46775 0.90735 2.88803 0.067
H 3.97562 1.61207 4.47101 0.071
H 3.91129 3.09196 1.98853 0.065
H 3.89795 3.77220 3.63906 0.075
H -0.13144 2.40389 2.41973 0.064
H -0.09936 3.52451 1.03113 0.076
H 3.30984 4.04040 -1.29289 0.111
H 3.15189 4.40571 0.47046 0.079
H 0.77545 5.09505 0.10269 0.082
H 1.63488 5.66673 -1.36294 0.118
H 0.97305 3.59256 -2.71030 0.121
H -0.07784 3.01805 -1.32674 0.098
H -1.22846 5.39642 -1.39334 0.111
H -0.53361 5.56167 -3.07580 0.114
H -1.65792 3.44944 -3.57609 0.063
H -2.14563 3.28432 -2.02106 0.055
H 3.85706 1.89823 -1.77583 0.113
H 4.59841 -1.24708 -1.33238 0.144
H 4.17876 -0.16439 -2.73071 0.131
H 3.52489 -3.33900 -1.44228 0.064
H -0.39738 0.55379 2.24324 0.097
H -2.54989 -0.00331 1.94719 0.075
H -5.10777 -1.01878 -0.18066 0.111
H -4.97716 -3.61720 1.46896 0.111
H -7.48166 -1.72564 1.49830 0.071
H -6.64137 -2.52972 2.95151 0.071
H -7.54634 -3.51406 1.75500 0.068
H -3.42572 -3.46640 -0.73374 0.086
H -0.23972 -3.71690 -2.22420 0.116
H -1.66799 -4.70038 -1.78427 0.112
H 0.38479 -4.77799 0.45894 0.094
H -0.31049 -6.22041 -0.50663 0.099
H 1.76297 -4.29366 -1.74334 -0.022
H 2.35356 -5.74548 -0.73315 0.059
```

Calculated total energy = -3285.9684 Eh
Multiplicity = 1
Net charge = 0
HOMO energy = -8.134 eV
Gap between HOMO and LUMO = 8.40 eV
F_max = 3.33 eV/A

=====

This record from OMol25 describes a structure of composition C26H35CrI2N6O2. The level of theory is ωB97M-V/def2-TZVPD.

XYZ file:
```
72
Properties=species:S:1:pos:R:3:mulliken_spin:R:1
Cr 0.70405 0.03297 0.03372 3.233
I -4.39330 5.54473 -1.36041 0.000
C -2.76524 4.25548 -1.16987 0.011
C -1.60823 4.48656 -1.89715 -0.005
C -0.54097 3.62353 -1.74659 0.005
I 1.18604 3.94837 -2.86914 0.001
C -0.56182 2.50299 -0.89100 0.008
O 0.50141 1.74661 -0.82202 -0.065
C -1.76341 2.29617 -0.16337 0.060
C -1.96799 1.13152 0.78303 -0.023
N -0.70385 0.75493 1.42132 -0.052
C -0.78600 -0.15876 2.56779 -0.003
C -0.56011 -1.58351 2.14883 0.044
C -1.06458 -2.65170 2.87419 -0.001
C -0.75651 -3.93854 2.47129 0.007
C 0.04227 -4.12124 1.35394 -0.004
C 0.49783 -3.00648 0.67814 0.032
N 0.20563 -1.76338 1.06826 -0.085
C -2.83085 3.17422 -0.31046 -0.006
H -1.53602 5.32704 -2.57286 0.000
H -2.36063 0.25194 0.26661 -0.005
H -2.70188 1.42182 1.54292 0.004
H -0.24182 1.59828 1.74940 0.001
H -1.73807 -0.05576 3.09568 0.001
H 0.02110 0.11697 3.25413 0.000
H -1.68739 -2.46386 3.73830 0.000
H -1.13624 -4.78903 3.02236 0.000
H 0.31027 -5.10653 1.00141 0.000
H 1.11289 -3.09623 -0.20297 -0.002
H -3.73261 3.00089 0.26467 0.000
C 4.46899 0.75431 -0.21825 0.014
N 3.99064 0.83628 -1.58638 0.000
C 4.46913 1.98907 -2.32707 0.000
C 3.04217 0.00895 -2.07244 0.006
N 2.18313 -0.61969 -1.30109 -0.028
N 3.01859 -0.13693 -3.43583 -0.001
C 4.24471 -0.34302 -4.18659 0.001
C 1.80862 -0.60294 -4.08346 0.003
H 5.55476 0.87706 -0.22722 0.000
H 4.21917 -0.21236 0.20154 -0.001
H 4.02386 1.52340 0.41396 -0.001
H 4.34520 2.88020 -1.70833 0.000
H 3.89142 2.12026 -3.23694 0.000
H 5.52874 1.88916 -2.58044 0.000
H 1.73731 -1.36436 -1.82714 0.016
H 4.26551 -1.35906 -4.59274 0.000
H 5.10836 -0.21977 -3.53965 0.000
H 4.32570 0.36033 -5.01882 0.000
H 1.69691 -1.69370 -4.04879 0.000
H 1.83761 -0.29626 -5.12900 0.000
H 0.93883 -0.14828 -3.61639 -0.002
C 2.98372 -1.66241 2.12781 0.016
C 2.66898 -0.23323 2.46022 0.025
C 3.06507 0.43833 3.59713 0.006
C 2.65564 1.78062 3.43293 0.009
C 2.03976 1.86830 2.20197 0.031
C 1.62140 3.15229 1.54408 -0.003
N 2.01938 0.62174 1.59720 -0.106
H 3.99087 -1.90556 2.47276 0.001
H 2.95517 -1.83250 1.05053 -0.003
H 2.30545 -2.37913 2.59868 0.003
H 3.61853 0.01590 4.42248 0.000
H 2.83770 2.60801 4.10312 0.000
H 1.94447 3.98131 2.17444 0.000
H 0.54570 3.28704 1.38409 0.000
H 2.07819 3.27201 0.56089 0.001
C -1.52658 -0.03095 -2.42945 -0.027
C -0.58348 -0.77610 -1.49070 -0.115
O -0.37576 -1.95333 -1.77550 -0.004
H -1.80230 -0.68811 -3.25617 0.003
H -1.06444 0.88358 -2.80557 -0.001
H -2.43411 0.27623 -1.90428 -0.001
```

Calculated total energy = -3130.6812 Eh
Multiplicity = 4
Net charge = 0
HOMO energy (alpha / beta) = -6.875 / -6.860 eV
Gap between HOMO and LUMO (alpha / beta) = 7.21 / 7.03 eV
F_max = 0.16 eV/A
Relative energy (zero: lowest compared OMol25 entry of this formula, charge and spin) = 1.8 kcal per mole

=====

This record from OMol25 describes a structure of composition C26H35Ge2N4O2SY. The level of theory is ωB97M-V/def2-TZVPD.

XYZ file:
```
71
Properties=species:S:1:pos:R:3:lowdin_charge:R:1
Y 0.78396 -0.29050 -0.60878 1.419
N 0.09716 -8.51376 -1.90821 0.166
C 0.08442 -7.18330 -1.71659 -0.274
C 0.27246 -6.30200 -2.80641 0.001
C 0.28979 -4.94991 -2.61015 -0.042
C 0.09843 -4.45194 -1.31054 -0.346
C -0.08596 -5.30717 -0.20808 -0.034
C -0.09807 -6.65502 -0.41625 0.002
S 0.24750 -2.81712 -1.01733 0.628
O -0.67804 -2.28933 -0.01212 -0.350
O 0.13578 -1.98655 -2.24744 -0.365
N 1.65703 -2.27967 -0.36379 -0.211
C 2.69552 -2.09763 -1.30810 -0.494
N 3.06322 -0.79941 -1.41229 0.030
C 4.07178 -0.53934 -2.26643 -0.080
C 4.66302 -1.52907 -3.00449 -0.007
C 4.14820 -2.81445 -2.86499 -0.046
N 3.16322 -3.10486 -2.01663 0.174
H 0.15849 -8.90277 -2.83288 0.122
H -0.10400 -9.14731 -1.15470 0.122
H 0.40444 -6.70556 -3.80214 0.126
H 0.43319 -4.27357 -3.44214 0.123
H -0.23122 -4.90603 0.78729 0.128
H -0.24901 -7.32897 0.41765 0.127
H 4.39475 0.49146 -2.33850 0.128
H 5.47948 -1.31250 -3.67751 0.124
H 4.53266 -3.63791 -3.45535 0.132
C 2.29270 1.32204 3.75578 -0.147
C 2.13217 0.49430 2.47403 -0.365
Ge 0.21819 0.39907 2.05824 0.857
C -0.76781 -1.05083 2.89321 -0.356
C -1.33965 -0.56725 4.23229 -0.150
C -0.67141 2.09240 2.34520 -0.254
C -1.14044 2.82003 1.33849 -0.353
Ge -0.81037 2.06185 -0.40802 0.928
C 0.66396 2.80498 -1.45688 -0.372
C 0.35440 4.22646 -1.95818 -0.130
C -2.20852 1.22813 -1.48079 -0.345
C -3.19832 2.25824 -2.05007 -0.138
C -1.84312 4.13007 1.42028 -0.237
C -2.27652 4.76015 0.25732 -0.081
C -2.92907 5.98424 0.28563 -0.052
C -3.15802 6.60208 1.50406 -0.054
C -2.73460 5.98902 2.67847 -0.049
C -2.08503 4.76715 2.63780 -0.022
H 3.34294 1.33568 4.04967 0.086
H 1.72451 0.90087 4.58646 0.072
H 1.97007 2.35327 3.61433 0.073
H 2.49861 -0.52582 2.58918 0.070
H 2.68973 0.95052 1.65083 0.051
H -0.07561 -1.88476 3.01690 0.071
H -1.55073 -1.37217 2.21144 0.052
H -0.56310 -0.23364 4.92292 0.068
H -1.87598 -1.38402 4.71731 0.084
H -2.04470 0.25321 4.09588 0.069
H -0.80368 2.44632 3.36872 0.071
H 0.85576 2.13934 -2.31132 0.059
H 1.55816 2.80638 -0.82723 0.067
H -0.51567 4.24669 -2.61474 0.074
H 1.20764 4.60020 -2.52421 0.088
H 0.17302 4.90729 -1.12881 0.076
H -2.70964 0.49769 -0.84672 0.076
H -1.72352 0.67739 -2.29524 0.062
H -3.73443 2.77620 -1.25725 0.075
H -3.93079 1.73759 -2.66758 0.088
H -2.70953 3.00438 -2.67824 0.070
H -2.10748 4.29116 -0.70830 0.058
H -3.25765 6.45040 -0.63447 0.116
H -3.66454 7.55774 1.54146 0.117
H -2.91326 6.46873 3.63200 0.116
H -1.76682 4.31141 3.56704 0.110
```

Calculated total energy = -5971.0380 Eh
Multiplicity = 1
Net charge = +2
HOMO energy = -13.331 eV
Gap between HOMO and LUMO = 6.23 eV
F_max = 2.36 eV/A